{
  "formula": "C28H34Cl6N4PdSbSe",
  "method": "ωB97M-V/def2-TZVPD",
  "symbols": ["Pd", "Cl", "C", "C", "C", "Cl", "C", "Cl", "C", "Cl", "C", "Cl", "C", "C", "C", "C", "Sb", "C", "C", "C", "C", "C", "C", "C", "C", "H", "H", "H", "H", "H", "H", "H", "H", "H", "H", "H", "H", "H", "H", "H", "H", "H", "H", "H", "H", "H", "H", "H", "H", "H", "H", "H", "Se", "N", "C", "C", "C", "C", "N", "C", "N", "H", "H", "H", "Cl", "C", "C", "C", "C", "N", "C", "H", "H", "H", "H"],
  "positions_angstrom": [[-1.16, 4.79, -0.01], [-4.33, 4.43, 0.45], [-3.48, 3.01, -0.04], [-2.11, 3.07, -0.21], [-1.47, 1.92, -0.65], [0.28, 2.04, -0.87], [-2.14, 0.74, -0.93], [-1.32, -0.63, -1.54], [-3.52, 0.69, -0.72], [-4.38, -0.75, -1.03], [-4.20, 1.83, -0.27], [-5.88, 1.78, -0.02], [6.93, -19.30, -2.36], [6.60, -19.44, -0.95], [5.25, -19.80, -0.55], [7.65, -19.34, 0.05], [1.81, -0.15, -0.17], [1.37, 0.14, 1.93], [-0.13, -0.15, 2.05], [1.70, 1.51, 2.51], [2.15, -0.95, 2.67], [3.54, 1.07, -0.64], [4.58, 0.37, 0.25], [3.49, 2.56, -0.37], [3.86, 0.81, -2.11], [6.96, -20.34, -2.74], [7.90, -18.85, -2.55], [6.12, -18.82, -2.92], [5.30, -20.88, -0.32], [4.50, -19.66, -1.32], [4.97, -19.33, 0.40], [8.22, -20.28, -0.04], [7.29, -19.27, 1.07], [8.38, -18.56, -0.19], [-0.74, 0.61, 1.55], [-0.41, -0.15, 3.11], [-0.40, -1.12, 1.64], [1.25, 2.33, 1.95], [2.78, 1.69, 2.55], [1.33, 1.57, 3.54], [1.94, -1.95, 2.27], [1.83, -0.96, 3.71], [3.23, -0.79, 2.65], [4.48, 0.67, 1.30], [5.58, 0.64, -0.08], [4.53, -0.73, 0.20], [3.18, 2.81, 0.65], [2.83, 3.08, -1.07], [4.49, 2.98, -0.52], [3.96, -0.26, -2.34], [4.82, 1.28, -2.36], [3.11, 1.23, -2.78], [-0.96, 5.09, -3.83], [-0.20, 6.64, -4.11], [0.08, 7.20, -2.94], [0.69, 8.46, -2.68], [0.86, 8.80, -1.37], [0.44, 7.93, -0.31], [-0.12, 6.76, -0.51], [-0.28, 6.41, -1.82], [-0.83, 5.24, -2.06], [0.99, 9.11, -3.49], [1.31, 9.74, -1.10], [0.58, 8.24, 0.71], [-1.44, 2.15, 5.01], [-1.56, 3.62, 4.11], [-1.88, 4.81, 4.74], [-1.97, 5.95, 3.96], [-1.73, 5.87, 2.61], [-1.42, 4.71, 2.01], [-1.34, 3.60, 2.75], [-2.06, 4.84, 5.81], [-2.22, 6.91, 4.41], [-1.80, 6.74, 1.96], [-1.10, 2.67, 2.24]],
  "e_tot_ev": -186021.384,
  "e_lumo_ev": -7.57,
  "de_lowest_kcal_mol": 0.0,
  "homo_lumo_gap_ev": 7.23,
  "homo_energy_ev": -14.79,
  "charge": 3
}

{
  "formula": "C28H34F6N3O3",
  "method": "ωB97M-V/def2-TZVPD",
  "symbols": ["C", "C", "O", "C", "C", "C", "N", "C", "C", "O", "C", "C", "O", "H", "H", "H", "H", "H", "H", "H", "H", "H", "H", "H", "H", "H", "H", "H", "C", "N", "C", "C", "F", "F", "F", "C", "C", "C", "C", "C", "C", "C", "C", "C", "N", "C", "C", "C", "F", "F", "F", "C", "C", "C", "C", "H", "H", "H", "H", "H", "H", "H", "H", "H", "H", "H", "H", "H", "H", "H", "H", "H", "H", "H"],
  "positions_angstrom": [[-4.34, 0.44, -4.09], [-4.03, -0.31, -2.82], [-3.14, 0.52, -2.04], [-2.93, 0.11, -0.76], [-2.15, 1.11, -0.03], [-2.24, 1.25, 1.31], [-1.67, 2.30, 2.00], [-1.93, 2.37, 3.44], [-1.46, 3.69, 4.02], [-0.12, 3.98, 3.61], [-0.02, 4.14, 2.20], [-0.45, 2.89, 1.44], [-3.33, -0.97, -0.32], [-4.90, -0.22, -4.76], [-4.97, 1.32, -3.88], [-3.43, 0.77, -4.60], [-4.94, -0.50, -2.24], [-3.50, -1.25, -3.06], [-1.62, 1.81, -0.67], [-2.86, 0.57, 1.90], [-3.01, 2.26, 3.59], [-1.41, 1.55, 3.97], [-2.16, 4.49, 3.71], [-1.41, 3.62, 5.12], [-0.65, 4.99, 1.85], [1.04, 4.35, 2.01], [0.38, 2.16, 1.48], [-0.62, 3.15, 0.39], [2.46, -3.09, 5.96], [1.18, -3.66, 5.62], [0.52, -4.41, 6.66], [0.90, -5.86, 6.53], [0.42, -6.68, 7.49], [0.46, -6.32, 5.31], [2.27, -5.99, 6.51], [0.66, -3.56, 4.36], [-0.72, -3.32, 4.13], [-1.17, -3.07, 2.85], [-0.33, -3.33, 1.71], [-0.81, -2.95, 0.43], [-0.25, -3.23, -0.84], [-1.07, -3.01, -1.99], [-0.64, -3.32, -3.26], [0.59, -3.99, -3.46], [1.08, -4.27, -4.73], [1.05, -5.58, -5.31], [1.67, -3.21, -5.55], [3.03, -2.87, -5.03], [3.72, -1.97, -5.79], [2.93, -2.34, -3.76], [3.80, -4.01, -4.92], [1.38, -4.29, -2.31], [1.06, -3.73, -1.09], [0.94, -3.92, 1.99], [1.51, -3.77, 3.23], [2.61, -2.13, 5.43], [2.47, -2.89, 7.04], [3.30, -3.76, 5.71], [0.88, -4.05, 7.63], [-0.57, -4.34, 6.55], [-1.40, -3.26, 4.99], [-2.18, -2.69, 2.67], [-1.75, -2.40, 0.43], [-2.06, -2.58, -1.83], [-1.24, -3.09, -4.15], [0.17, -6.14, -4.95], [0.98, -5.48, -6.40], [1.96, -6.16, -5.07], [1.77, -3.58, -6.57], [1.05, -2.30, -5.47], [2.27, -4.91, -2.44], [1.83, -3.68, -0.33], [1.48, -4.47, 1.23], [2.58, -3.88, 3.39]],
  "e_tot_ev": -56497.905,
  "e_lumo_ev": -4.88,
  "de_lowest_kcal_mol": 0.0,
  "homo_lumo_gap_ev": 5.63,
  "homo_energy_ev": -10.51,
  "charge": 1
}

{
  "formula": "C28H34F6O28",
  "method": "ωB97M-V/def2-TZVPD",
  "symbols": ["O", "C", "O", "C", "C", "F", "O", "H", "H", "H", "O", "C", "O", "C", "C", "F", "O", "H", "H", "H", "O", "C", "O", "C", "C", "F", "O", "H", "H", "H", "O", "C", "O", "C", "C", "F", "O", "H", "H", "H", "O", "C", "O", "C", "C", "F", "O", "H", "H", "H", "O", "C", "O", "C", "C", "F", "O", "H", "H", "H", "O", "C", "O", "C", "C", "O", "H", "H", "H", "H", "O", "C", "O", "C", "C", "O", "H", "H", "H", "H", "O", "C", "O", "C", "C", "O", "H", "H", "H", "H", "C", "O", "H", "H", "H", "H"],
  "positions_angstrom": [[-3.67, 1.04, -2.40], [-4.07, 0.34, -1.52], [-3.39, 0.19, -0.41], [-4.08, -0.66, 0.50], [-5.46, -0.76, -0.11], [-6.31, 0.17, 0.53], [-5.29, -0.19, -1.36], [-3.71, -1.63, 0.55], [-4.19, -0.21, 1.50], [-6.04, -1.66, -0.17], [-3.00, -3.48, 1.72], [-3.03, -2.87, 2.78], [-4.15, -2.47, 3.36], [-3.86, -1.76, 4.54], [-2.30, -2.07, 4.74], [-2.24, -3.04, 5.72], [-1.94, -2.63, 3.50], [-4.09, -0.74, 4.40], [-4.43, -2.12, 5.39], [-1.64, -1.28, 4.99], [4.81, -2.37, -2.74], [4.65, -3.49, -3.11], [5.16, -3.95, -4.27], [4.38, -5.09, -4.68], [3.97, -5.64, -3.33], [4.91, -6.41, -2.81], [3.89, -4.48, -2.51], [3.55, -4.77, -5.34], [5.02, -5.71, -5.22], [2.99, -6.08, -3.21], [-3.77, 1.39, 4.21], [-3.36, 2.05, 3.35], [-4.00, 2.38, 2.17], [-3.14, 3.12, 1.34], [-2.00, 3.56, 2.26], [-2.21, 4.80, 2.73], [-2.16, 2.67, 3.37], [-2.82, 2.48, 0.49], [-3.59, 4.03, 1.02], [-0.94, 3.43, 1.91], [1.28, -5.59, -2.00], [0.38, -5.02, -1.46], [0.54, -4.21, -0.45], [-0.77, -3.93, 0.16], [-1.68, -4.36, -1.02], [-1.78, -3.20, -1.86], [-0.93, -5.29, -1.74], [-0.82, -4.52, 1.10], [-0.82, -2.90, 0.32], [-2.70, -4.75, -0.79], [0.74, 5.16, 1.70], [1.13, 5.25, 0.57], [1.14, 4.25, -0.34], [2.06, 4.68, -1.47], [2.00, 6.17, -1.30], [0.95, 6.61, -2.09], [1.60, 6.38, -0.01], [3.00, 4.15, -1.24], [1.73, 4.36, -2.49], [2.88, 6.81, -1.50], [1.93, -1.37, 3.32], [1.86, -0.20, 3.59], [2.70, 0.77, 3.26], [2.37, 2.01, 3.93], [0.99, 1.67, 4.60], [0.91, 0.26, 4.38], [3.06, 2.43, 4.66], [2.22, 2.74, 3.17], [0.13, 2.12, 4.16], [0.99, 1.92, 5.62], [1.89, 0.77, -2.83], [2.91, 0.63, -3.41], [3.05, 0.32, -4.72], [4.47, -0.01, -5.03], [5.17, 0.47, -3.75], [4.12, 0.74, -2.80], [4.51, -1.09, -5.11], [4.77, 0.45, -5.93], [5.83, 1.37, -3.73], [5.77, -0.36, -3.32], [-1.82, -0.11, 2.35], [-1.03, -0.02, 1.49], [-0.83, -0.85, 0.48], [0.23, -0.46, -0.42], [0.78, 0.80, 0.35], [-0.15, 0.98, 1.39], [0.85, -1.40, -0.46], [-0.22, -0.41, -1.42], [0.88, 1.65, -0.34], [1.79, 0.59, 0.77], [-1.40, 3.27, -2.20], [-1.37, 2.33, -1.16], [-1.82, 2.81, -3.11], [-1.94, 4.12, -1.93], [-0.36, 3.52, -2.35], [-1.61, 1.40, -1.48]],
  "e_tot_ev": -103222.879,
  "e_lumo_ev": 0.20,
  "smiles": "O=C1OC[C@@H](F)O1.O=C1OC[C@@H](F)O1.O=C1OC[C@@H](F)O1.O=C1OC[C@@H](F)O1.O=C1OC[C@@H](F)O1.O=C1OC[C@@H](F)O1.O=C1OCCO1.O=C1OCCO1.O=C1OCCO1.CO",
  "homo_lumo_gap_ev": 10.33,
  "homo_energy_ev": -10.13,
  "charge": 0
}